DFT (wB97M-V/def2-TZVPD) results for a structure of composition C14H15N5O5ReS.

```
! wB97M-V def2-TZVPD RIJCOSX def2/J DEFGRID3
* xyz 2 2
Re -1.52849 -0.71349 0.11699
N 4.50260 4.54142 2.01511
C 3.47439 3.75156 1.70815
C 3.49078 2.37941 2.07939
C 2.44327 1.56807 1.77335
C 1.33504 2.11324 1.08492
C 1.29969 3.47022 0.69525
C 2.35386 4.27236 1.00817
S 0.06636 1.12340 0.68940
O -0.34827 0.16335 1.75971
O -1.15075 1.76803 0.17602
N 0.26519 -0.09095 -0.49338
C -0.16700 0.19842 -1.81109
N -1.43361 -0.28303 -1.90233
C -2.10635 -0.13650 -3.05345
C -1.46171 0.46865 -4.11051
C -0.16785 0.94335 -3.90595
N 0.48550 0.82499 -2.74014
H 5.29877 4.19133 2.52088
H 4.50397 5.51755 1.77143
H 4.34379 1.98370 2.61417
H 2.45476 0.52420 2.06038
H 0.44050 3.86748 0.17158
H 2.33925 5.31771 0.73039
H -3.12093 -0.50842 -3.10089
H -1.95482 0.58735 -5.06370
H 0.36815 1.44548 -4.70203
O 0.75777 -2.70267 1.13540
C -0.23618 -3.29252 0.87297
C -0.56764 -4.75805 0.98364
C -1.92339 -4.93614 0.30167
C -2.46583 -3.55041 0.11028
O -3.57865 -3.22716 -0.23178
N -1.43454 -2.59847 0.36353
H -0.60371 -5.00200 2.04737
H 0.23942 -5.34341 0.54796
H -2.64288 -5.53215 0.86030
H -1.83926 -5.38866 -0.68985
O -3.64005 -0.79392 0.37337
H -4.10804 -0.48240 1.16009
H -3.98312 -1.68092 0.07325
*
```

The expectation value of S² is 0.802. Its energy relative to the best compared isomer or geometry (same formula, charge and spin) is 0.000 eV. The HOMO-LUMO gap (spin up / spin down) comes out at 5.6 / 6.0 eV. The LUMO energy (spin up / spin down) is -8.63 / -8.27 eV. The calculation puts the HOMO energy (spin up / spin down) at -14.2 / -14.2 eV.

---

DFT (wB97M-V/def2-TZVPD) results for an isolated molecule of C5H10O in a non-equilibrium geometry.

```
! wB97M-V def2-TZVPD RIJCOSX def2/J DEFGRID3
* xyz 0 1
C -1.46058 -1.19848 0.73514
C -0.45086 -0.06554 0.88643
C 0.27539 0.32952 -0.41484
C 1.07362 1.64922 -0.17060
C 1.00099 -0.73424 -1.18168
O 0.27514 -1.45448 -1.84825
H -0.99286 -2.11784 0.37296
H -1.93507 -1.41013 1.69803
H -2.25082 -0.93151 0.02326
H -0.99197 0.84084 1.19653
H 0.25055 -0.28590 1.70009
H -0.52402 0.06647 -1.21075
H 1.67159 1.61384 0.76399
H 1.78439 1.90165 -0.96616
H 0.40341 2.50531 -0.04912
H 2.09823 -0.78640 -1.29461
*
```

Its energy relative to the best compared isomer or geometry (same formula, charge and spin) is 1.507 eV. The HOMO-LUMO gap comes out at 10.8 eV. The LUMO energy is 0.91 eV. The calculation puts the HOMO energy at -9.9 eV.

---

DFT (wB97M-V/def2-TZVPD) results for an isolated molecule of C25H32N2O4.

```
! wB97M-V def2-TZVPD RIJCOSX def2/J DEFGRID3
* xyz 0 1
C -8.42108 -3.22300 0.69048
H -7.74246 -3.96367 0.26286
H -9.44777 -3.57712 0.65286
H -8.12114 -3.02568 1.72169
O -8.38475 -2.02385 -0.07219
C -7.19769 -1.43102 -0.19470
O -6.18206 -1.86676 0.29020
C -7.29236 -0.15074 -0.98800
C -7.58301 1.04658 -0.06762
H -8.61204 0.99493 0.29048
H -7.46678 1.95937 -0.65291
C -6.64224 1.10615 1.14576
N -5.26170 0.89898 0.79085
C -4.41830 1.92849 0.54031
O -4.76454 3.09258 0.64454
C -3.03922 1.54179 0.13215
C -2.46574 0.30638 0.40769
C -1.16978 0.01982 0.01661
C -0.41645 0.96811 -0.67083
C -0.98992 2.21419 -0.94364
C -2.27407 2.49445 -0.54151
H -2.71671 3.45910 -0.73834
H -0.39651 2.94371 -1.47192
O 0.85007 0.80119 -1.12485
C 1.56709 -0.39368 -0.85049
C 2.73858 -0.44505 -1.82992
C 3.62096 -1.66594 -1.52995
N 4.10088 -1.72023 -0.16391
C 2.99351 -1.65874 0.76525
C 2.10711 -0.41914 0.58172
H 2.69248 0.48707 0.75052
H 1.28932 -0.43069 1.30353
H 3.38634 -1.69172 1.78348
H 2.38665 -2.55775 0.60861
C 5.19646 -0.81167 0.12399
H 5.08138 0.17080 -0.35708
C 6.53767 -1.42558 -0.31100
C 7.67024 -0.53701 0.11175
C 8.10254 0.49649 -0.70979
C 9.11830 1.34403 -0.30468
C 9.71532 1.17024 0.93206
C 9.29049 0.14506 1.75986
C 8.27385 -0.69999 1.35225
H 7.94594 -1.50013 2.00083
H 9.75328 0.00352 2.72586
H 10.50937 1.83022 1.24897
H 9.44571 2.14160 -0.95586
H 7.64189 0.63472 -1.67807
H 6.62820 -2.40973 0.14992
H 6.54829 -1.55271 -1.39427
H 5.23265 -0.64729 1.20349
H 4.47745 -1.67642 -2.20495
H 3.04078 -2.57765 -1.70846
H 3.31320 0.47688 -1.72925
H 2.36386 -0.49627 -2.85258
H 0.92202 -1.26832 -1.02260
H -0.76132 -0.94924 0.25744
H -3.01050 -0.44775 0.95687
H -4.99316 -0.05252 0.59016
H -6.92604 0.34575 1.87942
H -6.71502 2.09405 1.60733
H -8.09095 -0.24384 -1.72315
H -6.34124 0.00647 -1.49832
*
```

Its energy relative to the best compared isomer or geometry (same formula, charge and spin) is 1.383 eV. The HOMO-LUMO gap comes out at 9.2 eV. The LUMO energy is 0.72 eV. The calculation puts the HOMO energy at -8.5 eV.

---

no.,E_tot (eV)
1,-45397.8799
2,-7393.2585
3,-37615.6548